(1)
# C22H57NO17S4

A cluster of 10 separate species, C22H57NO17S4 in total (wB97M-V/def2-TZVPD, OMol25).

Results
* HOMO energy: -9.609 eV
* maximum force: 4.01 eV/A
* lowest unoccupied orbital energy: 0.09 eV
* SMILES string: CCOS(C)(=O)=O.CCOS(C)(=O)=O.CCOS(C)(=O)=O.CCOS(C)(=O)=O.c1ccncc1.CO.CO.CO.CO.CO
* 2S+1: 1

Structure (XYZ):
```
101
Properties=species:S:1:pos:R:3:mulliken_charge:R:1
N -2.172 -3.673 -0.496 -0.397
C -3.102 -4.612 -0.770 -0.355
C -2.832 -5.764 -1.491 -0.660
C -1.566 -5.978 -1.978 -0.334
C -0.594 -4.959 -1.791 -0.695
C -0.913 -3.869 -0.977 -0.056
H -4.041 -4.427 -0.270 0.401
H -3.541 -6.534 -1.759 0.356
H -1.208 -6.894 -2.425 0.399
H 0.433 -5.090 -2.096 0.423
H -0.118 -3.196 -0.691 0.488
C -3.598 -1.501 1.857 -0.749
O -2.410 -1.481 0.986 -0.242
H -3.374 -2.002 2.799 0.275
H -3.929 -0.507 2.158 0.144
H -4.347 -2.031 1.270 0.357
H -2.352 -2.323 0.528 0.665
C 0.850 -0.337 1.062 0.061
O -0.273 0.459 1.182 0.018
H 1.725 0.312 1.010 0.379
H 1.027 -1.063 1.855 -0.428
H 0.807 -0.967 0.173 -0.017
H -1.049 -0.006 0.862 0.118
C -0.143 0.377 4.468 -0.668
O -1.224 -0.250 3.808 -0.570
H -0.419 1.132 5.205 0.315
H 0.375 -0.348 5.096 0.312
H 0.546 0.835 3.759 0.174
H -1.241 0.049 2.896 0.272
C 0.466 -1.215 -3.720 0.061
O 0.764 -2.123 -4.702 -0.613
H -0.602 -1.000 -3.715 0.325
H 0.858 -1.514 -2.748 -0.247
H 1.031 -0.319 -3.979 0.233
H 1.700 -2.336 -4.697 0.302
C -0.221 -3.516 3.106 0.070
O -0.800 -3.145 4.313 -0.611
H 0.639 -2.901 2.840 -0.305
H 0.114 -4.529 3.330 0.349
H -0.979 -3.536 2.324 0.112
H -0.824 -2.187 4.247 0.336
O -2.502 4.968 0.999 -0.573
S -3.544 4.138 1.629 1.187
O -4.331 4.608 2.778 -0.648
O -4.630 3.686 0.434 -0.270
C -5.595 2.784 0.764 -0.029
C -6.799 2.832 -0.203 -1.364
C -2.829 2.524 2.168 -1.247
H -5.988 2.856 1.778 0.439
H -5.198 1.769 0.723 0.143
H -6.525 2.754 -1.256 0.330
H -7.271 3.810 -0.104 0.342
H -7.492 2.056 0.124 0.375
H -3.357 2.181 3.059 0.625
H -1.773 2.621 2.419 0.487
H -2.949 1.777 1.382 0.193
O 2.478 -4.403 1.518 -0.601
S 2.986 -3.401 0.615 0.818
O 2.205 -2.889 -0.522 -0.210
O 3.485 -2.021 1.442 -0.095
C 4.363 -2.208 2.538 -0.291
C 3.664 -2.015 3.878 -1.108
C 4.707 -3.929 0.018 -1.088
H 5.187 -1.499 2.469 0.349
H 4.744 -3.224 2.642 0.287
H 4.355 -1.804 4.695 0.449
H 3.143 -2.929 4.165 0.297
H 2.943 -1.200 3.807 0.118
H 4.722 -4.666 -0.785 0.393
H 5.217 -4.349 0.885 0.409
H 5.173 -2.980 -0.248 0.329
O -0.354 1.269 -1.639 -0.395
S 0.037 2.672 -1.873 1.100
O 1.037 3.130 -2.813 -0.662
O -1.362 3.507 -2.253 -0.206
C -1.334 4.931 -2.337 -0.087
C -2.774 5.353 -2.705 -1.156
C 0.321 3.445 -0.261 -0.800
H -0.638 5.494 -2.959 0.291
H -1.276 5.354 -1.335 0.215
H -3.161 4.900 -3.618 0.341
H -2.805 6.423 -2.912 0.400
H -3.468 5.051 -1.920 0.116
H 0.569 4.491 -0.444 0.499
H 1.075 2.969 0.366 0.368
H -0.613 3.294 0.279 -0.042
O 6.550 2.941 -4.018 -0.617
S 5.129 2.881 -3.793 1.219
O 4.183 2.960 -4.895 -0.595
O 4.915 1.418 -2.953 -0.430
C 3.625 0.977 -2.772 0.238
C 3.499 -0.186 -1.784 -0.562
C 4.604 4.033 -2.474 -0.818
H 3.232 0.658 -3.737 0.228
H 3.047 1.829 -2.413 -0.163
H 2.469 -0.430 -1.526 -0.205
H 3.924 0.019 -0.802 0.415
H 3.905 -1.103 -2.213 0.326
H 3.525 4.167 -2.548 0.207
H 5.074 4.974 -2.760 0.427
H 5.017 3.698 -1.523 0.302
```



(2)
# C3H4O3

The molecule C3H4O3 (wB97M-V/def2-TZVPD, OMol25).

Results
* HOMO energy: -8.267 eV
* maximum force: 4.87 eV/A
* ΔE to the lowest compared entry with this formula, charge and spin: 163.46 kcal/mol
* lowest unoccupied orbital energy: 0.06 eV
* SMILES string: O=C1C[C@H]1OO
* 2S+1: 1

Structure (XYZ):
```
10
Properties=species:S:1:pos:R:3:mulliken_charge:R:1
C 0.538 -0.848 -0.221 0.368
C 0.009 0.256 0.588 0.391
C 1.193 0.861 0.029 -0.932
O -1.443 0.531 0.046 -0.271
O -1.993 -0.789 -0.169 -0.360
O 0.939 -1.867 -0.602 -0.347
H -2.326 -0.731 -1.076 0.330
H -0.054 0.047 1.652 0.259
H 1.937 1.240 0.712 0.271
H 1.200 1.299 -0.959 0.291
```



(3)
# C33H67BFGeN6RuSi3

A structure of composition C33H67BFGeN6RuSi3 (wB97M-V/def2-TZVPD, OMol25).

Results
* HOMO energy (spin up / spin down): -13.342 / -13.301 eV
* maximum force: 1.07 eV/A
* lowest unoccupied orbital energy (spin up / spin down): -5.78 / -8.34 eV
* net charge: +2
* 2S+1: 6

Structure (XYZ):
```
113
Properties=species:S:1:pos:R:3:lowdin_spin:R:1
Ru -0.831 0.186 -0.406 3.396
C -5.701 2.465 -1.407 0.004
C -4.505 2.190 -0.561 0.021
C -4.233 2.645 0.723 0.011
C -3.002 2.094 1.065 0.026
N -2.553 1.366 0.038 0.087
N -3.479 1.416 -0.952 0.000
B -3.295 0.622 -2.271 0.000
N -3.166 -0.890 -1.981 0.001
N -2.238 -1.385 -1.110 0.093
C -2.469 -2.702 -0.998 0.020
C -3.540 -3.054 -1.812 0.010
C -3.958 -1.880 -2.418 0.016
C -5.086 -1.685 -3.373 0.003
C -1.678 -3.599 -0.078 0.002
C -2.423 -4.921 0.119 0.000
C -1.528 -2.915 1.281 0.013
C -0.302 -3.885 -0.693 0.001
N -2.052 1.116 -3.030 0.001
N -0.806 1.139 -2.463 0.088
C 0.026 1.635 -3.393 0.018
C -0.686 1.923 -4.554 0.008
C -1.997 1.579 -4.289 0.013
C -3.181 1.694 -5.187 0.002
C 1.498 1.884 -3.194 0.001
C 2.297 1.014 -4.173 0.001
C 1.924 1.532 -1.778 0.012
C 1.793 3.366 -3.459 0.000
C -2.236 2.216 2.358 0.005
C -1.900 3.690 2.614 0.002
C -0.938 1.408 2.286 0.056
C -3.094 1.663 3.502 0.002
H -6.384 3.116 -0.868 0.000
H -5.421 2.954 -2.339 0.001
H -6.228 1.544 -1.657 0.001
H -4.862 3.280 1.323 0.001
H -4.261 0.805 -2.939 0.000
H -3.975 -4.028 -1.946 0.001
H -5.530 -2.650 -3.607 0.000
H -5.861 -1.046 -2.950 0.001
H -4.748 -1.230 -4.304 0.001
H -3.420 -4.759 0.530 0.000
H -2.519 -5.467 -0.820 0.000
H -1.868 -5.556 0.811 0.000
H -2.504 -2.703 1.722 0.000
H -0.973 -3.552 1.971 0.001
H -0.988 -1.963 1.192 0.009
H -0.409 -4.242 -1.718 0.000
H 0.317 -2.985 -0.712 0.000
H 0.216 -4.662 -0.125 0.000
H -0.306 2.336 -5.473 0.001
H -2.869 2.108 -6.143 0.000
H -3.638 0.722 -5.371 0.001
H -3.943 2.347 -4.763 0.001
H 2.086 -0.046 -4.017 0.000
H 2.048 1.254 -5.206 0.000
H 3.368 1.183 -4.040 0.000
H 1.803 0.464 -1.610 0.002
H 2.979 1.774 -1.647 0.001
H 1.351 2.095 -1.030 0.007
H 1.518 3.650 -4.474 0.000
H 1.238 4.005 -2.769 0.000
H 2.859 3.564 -3.334 0.000
H -1.326 4.113 1.787 0.000
H -2.809 4.280 2.725 0.000
H -1.321 3.794 3.534 0.000
H -0.281 1.801 1.492 0.019
H -0.391 1.477 3.227 0.005
H -1.153 0.343 2.113 0.015
H -4.027 2.218 3.591 0.000
H -3.341 0.613 3.334 0.000
H -2.560 1.748 4.451 0.000
C 5.022 -0.502 -0.861 0.050
Si 4.252 -1.735 0.280 0.256
C 3.421 -3.151 -0.557 0.045
C 5.351 -2.211 1.689 0.052
Ge 2.094 -0.304 1.413 0.341
Si 3.258 1.879 1.841 0.040
C 4.795 1.221 2.671 0.000
C 2.188 2.771 3.075 0.026
C 3.794 3.046 0.503 -0.001
Si 1.606 -1.850 3.280 0.041
C 1.851 -3.609 2.720 0.001
C -0.032 -1.555 4.117 0.017
C 2.920 -1.387 4.526 0.000
H 5.929 -0.990 -1.240 0.011
H 5.333 0.416 -0.365 0.001
H 4.391 -0.263 -1.716 0.000
H 4.237 -3.710 -1.034 0.010
H 2.731 -2.835 -1.337 0.000
H 2.911 -3.825 0.127 0.000
H 6.128 -2.839 1.232 0.012
H 4.865 -2.817 2.451 0.000
H 5.853 -1.366 2.157 0.000
H 4.659 0.380 3.350 0.000
H 5.168 2.057 3.271 -0.001
H 5.572 0.983 1.943 0.000
H 1.953 2.183 3.964 0.000
H 1.267 3.170 2.652 0.000
H 2.793 3.624 3.401 0.004
H 4.428 2.598 -0.260 0.000
H 4.406 3.777 1.043 0.000
H 2.981 3.588 0.023 0.000
H 1.266 -3.874 1.840 0.000
H 1.531 -4.258 3.540 0.000
H 2.899 -3.834 2.521 0.000
H -0.918 -1.613 3.490 0.000
H -0.031 -0.601 4.647 0.000
H -0.115 -2.345 4.871 0.003
H 3.945 -1.528 4.185 0.000
H 2.774 -2.073 5.367 0.000
H 2.805 -0.377 4.921 0.000
F 1.194 -0.871 -0.088 0.117
```



(4)
# C5H8N2

The molecule C5H8N2 (wB97M-V/def2-TZVPD, OMol25).

Results
* HOMO energy: -7.041 eV
* maximum force: 0.41 eV/A
* ΔE to the lowest compared entry with this formula, charge and spin: 49.98 kcal/mol
* lowest unoccupied orbital energy: 0.55 eV
* 2S+1: 1

Structure (XYZ):
```
15
Properties=species:S:1:pos:R:3:mulliken_charge:R:1
C -1.152 1.028 0.739 -1.125
C -0.865 -1.023 -1.311 -0.510
N 0.137 -0.531 -0.624 0.090
C 1.229 -1.117 -0.083 -0.200
C 1.851 -0.141 0.740 -0.392
N 1.289 1.029 0.733 -0.646
C 0.119 0.888 -0.085 0.130
H -2.035 0.872 0.113 0.381
H -1.142 0.265 1.523 0.292
H -1.189 2.019 1.196 0.322
H -1.593 -0.330 -1.705 0.312
H -1.042 -2.089 -1.311 0.256
H 1.526 -2.120 -0.345 0.413
H 2.730 -0.340 1.348 0.390
H 0.138 1.588 -0.928 0.288
```



(5)
# C23H48NO11S5

A structure of composition C23H48NO11S5 (wB97M-V/def2-TZVPD, OMol25).

Results
* HOMO energy: -12.689 eV
* maximum force: 10.64 eV/A
* ΔE to the lowest compared entry with this formula, charge and spin: 246.57 kcal/mol
* lowest unoccupied orbital energy: -2.19 eV
* net charge: +1
* 2S+1: 1

Structure (XYZ):
```
88
Properties=species:S:1:pos:R:3:mulliken_charge:R:1
C 2.807 -4.513 0.408 -1.023
C 1.977 -3.653 1.316 0.576
O 1.885 -3.900 2.478 -0.430
N 1.383 -2.454 0.680 1.281
H 1.514 -1.777 1.368 0.280
H 1.641 -2.136 -0.160 0.198
C -0.070 -2.414 0.763 -1.005
H 2.416 -5.459 0.273 0.359
H 3.808 -4.900 0.843 0.367
H 3.092 -4.041 -0.569 0.172
H -0.430 -3.422 0.476 0.536
H -0.607 -1.817 0.219 0.379
H -0.402 -2.103 1.815 -0.126
C -1.756 -0.622 4.349 -0.872
C -0.633 -1.455 4.852 -1.089
C 0.509 -0.660 5.025 -0.685
S 0.515 0.492 3.760 0.760
O 1.070 -0.185 2.649 -0.572
O 0.896 1.815 4.197 -0.744
C -1.195 0.407 3.371 -1.203
H -2.311 0.008 5.033 0.510
H -2.434 -1.300 4.144 0.580
H -0.372 -2.061 4.226 0.419
H -0.838 -1.879 5.928 0.321
H 1.422 -1.255 4.992 0.410
H 0.224 -0.166 5.895 0.399
H -1.494 0.348 2.346 0.051
H -1.476 1.321 3.427 1.548
C 5.487 1.714 -0.860 -0.647
C 5.793 0.440 -1.711 -0.879
C 4.717 0.096 -2.415 -0.817
S 3.252 0.595 -1.450 1.312
O 2.544 -0.496 -0.859 -0.756
O 2.548 1.547 -2.281 -0.753
C 4.086 1.539 -0.233 -0.759
H 5.389 2.674 -1.568 0.228
H 6.300 1.956 -0.181 0.452
H 6.064 -0.235 -1.040 0.447
H 6.648 0.550 -2.438 0.291
H 4.694 -0.978 -2.558 0.272
H 4.564 0.480 -3.376 0.517
H 4.045 0.747 0.566 0.289
H 3.639 2.438 0.177 0.431
C -5.329 1.200 -0.046 -0.309
C -5.908 1.175 1.352 -0.456
C -5.140 0.268 2.030 -0.567
S -4.597 -1.072 0.997 1.027
O -5.529 -2.192 1.123 -0.752
O -3.294 -1.291 1.421 -0.454
C -4.927 -0.179 -0.439 -0.616
H -4.590 1.875 0.020 -0.224
H -5.914 1.581 -0.797 0.526
H -7.028 0.920 1.324 0.206
H -5.808 2.355 1.854 0.243
H -5.637 -0.150 3.041 0.345
H -4.415 0.631 2.630 0.240
H -5.848 -0.732 -0.829 0.332
H -4.129 -0.313 -1.130 0.399
C 0.036 -0.256 -4.279 -0.245
C 1.124 -0.991 -5.213 -1.516
C 1.948 -1.830 -4.429 -0.124
S 0.703 -2.580 -3.425 0.912
O 1.313 -3.191 -2.212 -0.587
O -0.124 -3.435 -4.205 -0.680
C -0.027 -1.038 -2.931 0.272
H -0.968 -0.155 -4.799 0.371
H 0.323 0.767 -3.934 0.056
H 1.654 -0.328 -5.533 0.937
H 0.585 -1.571 -5.925 0.272
H 2.504 -1.256 -3.860 -0.260
H 2.462 -2.569 -4.931 0.640
H 0.303 -0.715 -2.072 -0.484
H -1.044 -1.131 -2.522 0.399
C -1.739 4.311 0.005 -0.805
C -1.581 3.798 -1.413 -0.358
C -0.273 3.287 -1.555 -0.134
S 0.010 2.415 -0.045 1.250
O 1.255 2.681 0.538 -0.814
O -0.394 1.059 -0.159 -0.257
C -1.165 3.291 0.916 -0.231
H -2.753 4.307 0.226 0.403
H -1.105 5.192 0.090 0.345
H -1.584 4.829 -2.153 0.273
H -2.203 2.965 -1.615 0.288
H 0.460 4.281 -1.570 0.312
H -0.001 2.456 -2.415 -0.341
H -0.630 3.602 1.777 0.542
H -1.906 2.445 1.211 -0.399
```



(6)
# C37H31BF4P2SiTl

A structure of composition C37H31BF4P2SiTl (wB97M-V/def2-TZVPD, OMol25).

Results
* HOMO energy: -10.754 eV
* maximum force: 0.95 eV/A
* ΔE to the lowest compared entry with this formula, charge and spin: 8.29 kcal/mol
* lowest unoccupied orbital energy: -3.34 eV
* net charge: +1
* 2S+1: 1

Structure (XYZ):
```
77
Properties=species:S:1:pos:R:3:mulliken_charge:R:1
Tl -1.610 -2.125 -1.739 1.367
C -1.568 2.679 -2.650 -1.153
Si -1.009 2.182 -0.966 0.958
C -2.001 2.465 0.553 0.711
C -2.634 3.691 0.778 -0.913
C -3.392 3.867 1.925 -0.872
C -3.506 2.832 2.849 -0.885
C -2.839 1.632 2.643 -0.195
C -2.093 1.445 1.486 0.013
P -1.072 -0.032 1.128 1.975
C -2.197 -1.463 1.270 -0.351
C -3.582 -1.382 1.336 -0.708
C -4.345 -2.544 1.347 -0.682
C -3.738 -3.787 1.272 -0.754
C -2.352 -3.876 1.202 -0.499
C -1.587 -2.722 1.204 -0.634
C -0.111 -0.086 2.689 0.533
C -0.345 -0.970 3.737 -0.617
C 0.432 -0.902 4.886 -0.688
C 1.445 0.038 4.995 -0.618
C 1.691 0.915 3.946 -0.698
C 0.918 0.851 2.799 -0.596
C 0.843 2.278 -0.859 0.647
C 1.330 3.555 -0.555 -1.059
C 2.686 3.826 -0.629 -0.919
C 3.569 2.827 -1.017 -0.925
C 3.096 1.554 -1.297 -0.045
C 1.737 1.264 -1.202 0.116
P 1.093 -0.423 -1.550 0.356
C 1.854 -0.702 -3.196 0.912
C 3.040 -1.392 -3.426 -0.465
C 3.523 -1.530 -4.720 -0.747
C 2.832 -0.978 -5.789 -0.559
C 1.645 -0.293 -5.569 -0.759
C 1.156 -0.164 -4.279 -0.455
C 2.075 -1.504 -0.453 1.079
C 1.937 -2.880 -0.663 -0.742
C 2.623 -3.789 0.124 -0.871
C 3.435 -3.333 1.155 -0.640
C 3.552 -1.973 1.391 -0.624
C 2.874 -1.059 0.594 -0.336
H -1.512 3.768 -2.756 0.450
H -0.911 2.237 -3.399 0.311
H -2.587 2.369 -2.851 0.464
H -2.543 4.504 0.065 0.502
H -3.893 4.810 2.098 0.440
H -4.101 2.971 3.742 0.451
H -2.882 0.847 3.388 0.540
H -4.081 -0.422 1.350 0.340
H -5.423 -2.471 1.407 0.460
H -4.338 -4.686 1.275 0.416
H -1.870 -4.844 1.152 0.482
H -0.502 -2.790 1.219 0.551
H -1.135 -1.706 3.669 0.386
H 0.238 -1.583 5.705 0.458
H 2.036 0.096 5.899 0.415
H 2.483 1.649 4.027 0.458
H 1.098 1.543 1.981 0.321
H 0.646 4.349 -0.267 0.439
H 3.051 4.817 -0.393 0.454
H 4.626 3.041 -1.101 0.428
H 3.788 0.775 -1.591 0.537
H 3.592 -1.824 -2.600 0.393
H 4.444 -2.070 -4.895 0.430
H 3.221 -1.077 -6.794 0.400
H 1.101 0.133 -6.401 0.449
H 0.222 0.362 -4.104 0.064
H 1.312 -3.241 -1.475 0.525
H 2.531 -4.850 -0.066 0.457
H 3.983 -4.039 1.765 0.409
H 4.177 -1.616 2.200 0.454
H 2.983 -0.001 0.789 0.321
F -2.444 0.304 -1.186 0.106
B -3.922 0.210 -1.569 0.068
F -4.086 -1.172 -1.771 -0.417
F -4.067 0.912 -2.739 -0.323
F -4.643 0.702 -0.525 -0.300
```